# 1
# C29H61F6IN8O7P2

A 3-piece molecular cluster, C29H61F6IN8O7P2 overall in a non-equilibrium geometry (ωB97M-V/def2-TZVPD, the OMol25 dataset).

Results
- SMILES = CCC[C@H](CCC(N)=O)OCCN(CCCI)C(=O)C(F)(F)C(F)(F)C(F)(F)C(=O)O.CN(C)P(=O)(N(C)C)N(C)C.CN(C)P(=O)(N(C)C)N(C)C
- orbital gap (eV) = 7.0
- lowest unoccupied orbital energy (eV) = -0.950

The geometry in ORCA input format:
```
! wB97M-V def2-TZVPD RIJCOSX def2/J DEFGRID3
* xyz 0 1
H -12.14 0.41 0.53
H 2.55 -2.33 -7.83
O -10.83 -2.04 2.83
C 0.00 0.74 1.32
N 4.63 -0.10 -3.96
H 1.45 -2.56 -0.55
P 4.64 -1.48 -4.99
H 8.01 0.96 2.64
C -4.31 2.64 2.78
C 3.12 1.50 0.68
H 5.82 1.38 -5.61
I -0.56 -4.60 2.23
C 3.25 -0.02 -6.96
H 7.25 0.85 -6.45
N -8.43 -0.49 1.12
H 6.93 4.05 2.39
H -11.81 -2.19 -0.80
C -1.47 0.13 1.62
H 7.14 0.60 -4.71
C 1.25 -3.76 1.33
H 2.30 0.28 -6.51
C -2.84 2.42 2.12
C 4.83 3.89 3.13
C 0.93 -2.44 0.47
H 3.62 1.53 -3.07
H -10.84 1.68 3.97
N 5.97 -0.72 -5.90
P -9.74 -1.29 2.04
H 4.60 -1.00 -2.02
H 1.65 -4.55 0.62
H -11.81 0.21 3.74
O 8.82 -1.60 4.07
H 5.46 3.05 0.51
H -11.39 1.28 2.38
H -12.52 -2.11 0.83
H 1.34 1.91 -0.59
C -11.58 -2.19 0.27
F -2.06 3.52 2.60
O 3.52 -2.20 -4.20
C 5.24 -0.38 -2.66
H -6.65 -1.07 0.11
C 8.42 -1.26 2.93
F -3.48 0.21 2.97
C 6.19 3.20 2.61
H 3.11 -0.10 -8.04
N 0.95 0.06 0.46
C 3.42 0.68 -3.74
H 2.00 -3.52 2.16
H -10.49 0.98 0.22
C -7.33 -1.43 0.88
H 2.32 0.46 -1.15
H 5.09 4.93 3.54
N -10.66 -1.10 0.61
H 6.64 2.58 3.45
H -7.20 1.13 0.57
C -11.18 0.14 0.08
H 4.85 0.89 2.49
C 1.61 -1.11 1.11
H 1.84 -2.22 -6.20
C 5.31 0.93 1.43
F -3.02 2.50 0.73
H 3.30 2.60 0.40
H 5.47 0.55 -2.12
H -7.72 -2.39 0.52
C -7.88 0.83 1.39
C 6.47 -0.20 1.43
H -9.78 -0.82 5.00
H -11.13 -3.16 0.49
H 8.61 -3.05 1.93
N 8.88 -2.07 1.77
C -9.16 -0.18 4.37
H 6.01 -1.25 1.52
C 7.05 -1.70 -6.13
H 7.07 2.17 0.81
N -9.79 0.09 3.07
H -11.33 0.06 -1.00
H 2.73 -1.21 0.90
H 7.10 -0.09 0.48
O 0.23 1.86 1.84
H 1.36 -1.12 2.24
H 7.75 -1.35 -6.90
H 4.44 3.27 4.02
H -4.75 1.80 4.52
O -5.32 2.76 2.07
C 2.78 -2.33 -6.76
C -2.32 1.00 2.66
H 3.06 1.14 -4.66
C 7.42 -0.01 2.72
O 4.33 0.74 0.39
N 3.73 -1.27 -6.42
H 6.73 0.07 3.64
H -6.77 -1.62 1.80
H 9.92 -2.08 1.76
H 6.63 -2.65 -6.49
H 2.61 0.09 -3.31
C -11.02 0.83 3.30
H -0.18 -2.29 0.23
C 6.03 2.37 1.25
F -2.17 -0.21 0.44
H 4.03 4.02 2.33
H -7.30 0.86 2.32
O -4.49 2.70 4.20
F -1.66 1.18 3.91
H 3.97 0.80 -6.82
H 3.20 -3.31 -6.53
C 1.89 0.99 -0.22
H 6.19 -0.90 -2.79
H -8.20 -0.68 4.23
H 7.60 -1.90 -5.21
C 6.57 0.58 -5.64
H 2.88 1.41 1.80
F -1.22 -1.13 2.28
H -8.96 0.75 4.91
H -8.64 1.60 1.42
*
```

# 2
# C60H150CdKN10O8S2

C60H150CdKN10O8S2 as an isolated structure in a non-equilibrium geometry (ωB97M-V/def2-TZVPD, the OMol25 dataset).

Results
- orbital gap (eV) = 5.4
- lowest unoccupied orbital energy (eV) = 1.249

The geometry in ORCA input format:
```
! wB97M-V def2-TZVPD RIJCOSX def2/J DEFGRID3
* xyz -1 1
H 3.08 -1.77 3.47
K -3.30 -1.65 0.04
H -2.69 0.15 2.50
S -0.24 -0.77 -0.29
C 0.53 2.26 -2.66
H -3.49 0.28 -2.50
H 6.65 -6.11 -0.19
H -6.43 0.22 -3.06
H -2.13 -4.62 -5.21
H 7.08 -3.26 -2.70
H -1.76 4.88 1.38
O 4.91 2.59 0.37
C -3.88 9.36 3.02
H -7.78 -1.23 -1.87
H -2.31 8.79 5.16
H 0.24 -2.43 -3.56
C 2.76 -1.84 2.43
H -6.52 -4.86 -0.10
H 0.86 -6.19 0.52
C -3.03 1.98 0.31
H 6.64 -3.59 -1.00
O 4.31 1.31 2.01
C -3.52 -4.42 2.58
C 4.95 -5.52 -1.50
S 3.84 1.64 0.69
H 3.14 6.88 -3.92
C 2.05 5.79 0.29
H -5.03 -4.31 -3.60
C -6.02 0.36 1.96
H -3.25 4.95 2.33
H 2.99 -4.14 3.87
H 2.08 -0.17 4.66
C -4.52 -3.41 -3.27
H -2.86 1.22 -0.45
H 3.98 -6.56 -4.21
C -6.38 -1.08 2.36
H 2.24 -4.09 -3.57
C -0.62 -2.74 -4.16
O 2.53 2.16 0.55
C -2.48 5.55 1.85
C 1.94 -4.63 1.39
H 2.32 7.65 -1.83
C -4.04 -0.08 -4.49
H -1.47 -4.13 3.33
H -0.51 -5.37 -3.25
C -3.72 0.21 2.86
H 0.88 3.29 5.42
C 3.07 2.88 -4.20
H -0.89 6.11 5.56
H -5.68 -3.38 0.05
C 0.46 3.44 -1.73
H 3.06 -0.99 -2.25
H -7.96 0.21 -1.06
H -1.48 -5.80 -7.31
C 0.08 -1.09 4.80
H 4.80 6.82 -3.30
C -0.86 -1.62 -5.10
H 3.39 1.63 5.46
C 2.81 2.53 5.25
H 0.21 -5.42 -7.05
C -5.59 -2.29 -3.07
H -4.67 1.53 4.42
C 5.15 -4.64 3.39
H -0.37 1.67 -2.50
H 1.50 1.58 2.97
H -3.49 -5.44 2.96
C 4.70 8.09 1.59
C 1.62 0.28 -3.39
C -1.63 6.85 5.85
H -6.11 -4.24 1.53
H 0.41 3.67 3.47
H -6.62 0.56 1.07
C 3.63 -2.77 1.63
H 2.44 -6.15 -0.01
C -6.04 -0.11 -2.10
H -0.77 6.74 2.45
H -3.02 0.93 4.72
H 0.61 -2.02 5.04
H 2.98 2.10 -4.96
C 3.89 8.26 0.33
H -1.71 -1.70 -5.78
H 1.87 4.79 0.67
C -2.44 -3.62 3.30
H 5.04 -2.06 -3.11
H -2.19 -2.63 2.91
H -3.19 0.37 -4.99
H 2.15 -6.75 1.66
H 2.80 -0.80 2.09
H 1.72 -2.15 2.32
H 2.62 -1.64 -3.74
H -2.97 6.14 1.07
N -3.37 -4.35 1.11
H -2.62 6.41 5.98
H -1.34 5.62 3.67
H 0.48 2.58 -3.70
H -0.79 8.31 4.53
O 1.12 -1.13 -0.57
C 3.02 2.24 -2.86
H -0.55 3.83 -1.75
C 0.32 -4.94 -3.81
H -0.70 -4.96 -0.97
C -1.66 6.33 2.91
C 1.33 2.32 5.64
N -4.60 0.51 1.68
H 3.78 8.57 -2.20
H -4.13 9.99 2.17
H -5.98 -2.00 -4.05
N -0.11 -3.91 -4.81
H -3.98 -0.76 3.27
H -1.49 -2.92 -3.53
H -4.82 8.84 3.22
H -4.52 -4.03 2.81
H -2.91 2.90 -0.26
H 6.26 -4.63 -4.40
N 4.03 7.16 -0.66
H 4.29 7.22 2.12
H 1.42 0.54 -4.43
H 5.63 -5.21 2.59
H -4.79 0.71 -4.50
H 1.12 4.22 -2.09
H 1.68 6.44 1.08
H 3.67 -0.33 -3.81
H -2.22 1.94 1.04
H -1.93 -3.83 -1.13
H 4.15 -2.78 -1.87
C -1.18 -4.44 -5.70
H -3.65 -3.23 -3.90
H 5.69 -7.01 -3.94
H 4.62 -4.15 -3.98
H -1.84 -5.86 1.13
C -2.75 8.46 2.55
H 3.98 3.40 -4.49
C 3.65 -4.64 3.15
H 0.65 -5.76 -4.45
C -3.72 1.28 3.96
H 5.52 -4.90 0.48
N 3.33 -4.23 1.80
H 2.26 3.61 -4.21
H 4.67 -6.49 -1.92
H 1.32 -0.05 6.15
H -4.16 -5.36 -0.51
N -5.02 -1.15 -2.35
C -5.76 -4.37 0.51
H 4.68 -2.53 1.82
C 5.40 -4.88 -3.78
H 3.38 -5.69 3.25
C 6.28 -3.56 -2.03
N 5.90 -4.90 -2.41
H -4.11 -3.70 -2.31
C 1.10 0.05 5.08
H -5.83 -1.85 1.81
C 5.02 -6.26 -4.35
H -3.23 2.17 3.55
H 1.08 -3.76 -2.21
H 2.86 8.61 0.41
H 5.33 -5.15 4.34
H 3.91 1.61 -2.80
H -4.67 -6.06 1.05
C 2.80 -0.68 -3.26
H 1.19 -4.43 2.16
C 1.86 -6.02 0.91
H -5.75 0.84 -1.65
H 3.59 5.62 -2.84
H 3.15 2.97 -2.07
H 5.18 -6.27 -5.43
H -0.78 -0.92 5.45
H -1.18 2.93 3.62
H 5.42 -1.71 -1.42
H -3.53 9.98 3.84
C -2.01 -4.84 0.77
C -4.43 1.82 1.03
H 3.16 3.39 5.83
H 4.17 5.64 0.75
H -1.33 -3.67 -6.46
N -2.42 7.40 3.50
H 5.76 7.98 1.36
H -0.21 -1.11 3.75
H -5.18 1.88 0.25
C -3.82 -0.61 -3.03
H 0.69 -0.23 -3.12
H -6.88 -1.11 -0.37
H 3.44 -2.60 0.57
C -1.80 7.93 4.73
C -7.19 -0.55 -1.25
H 1.18 2.12 6.70
H 1.62 -3.96 0.58
N 1.75 1.45 -2.54
H -2.90 8.05 1.55
C 3.55 5.85 -0.12
H -1.87 9.08 2.40
H -6.15 -1.26 3.41
C -0.73 -5.63 -6.54
C 5.61 -5.79 -0.14
Cd 1.85 0.68 -0.56
H -6.39 1.01 2.75
C 3.41 7.58 -1.91
H 4.37 9.12 -0.14
H 5.05 -6.58 0.36
O -0.83 -1.49 0.85
N 0.58 1.35 4.87
H 1.85 -5.33 -2.31
H -0.38 2.95 2.01
H 0.62 3.10 -0.71
H -0.65 -6.53 -5.92
H 2.96 2.83 4.21
C 0.52 1.57 3.44
H -0.11 0.82 2.96
H -4.58 2.64 1.74
C -0.23 2.88 3.09
C 5.18 -2.50 -2.12
C -4.43 -5.14 0.52
H 4.03 -4.96 -1.33
H 4.59 8.94 2.26
C 3.75 6.68 -3.04
O 3.77 0.47 -0.13
O -1.13 -0.76 -1.44
H -4.37 -0.94 -5.09
H -2.33 -5.45 -1.41
H -3.05 -1.37 -3.12
H 1.41 5.87 -0.59
H -2.74 -3.35 4.31
H -0.94 -0.69 -4.54
H 3.70 4.99 -0.77
C 1.48 -4.49 -2.91
H -1.26 -4.19 1.21
H -1.43 7.35 6.80
H 0.00 -1.50 -5.76
C -1.75 -4.83 -0.73
O 0.00 0.63 0.05
H 5.54 -3.63 3.46
H -7.44 -1.27 2.19
H -6.38 -2.65 -2.42
*
```